No. 1
H27O14 | the ωB97M-V functional and the def2-TZVPD basis

ORCA input file:
```
! wB97M-V def2-TZVPD RIJCOSX def2/J DEFGRID3
* xyz -1 1
O 0.540 1.628 -1.202
H 0.902 2.292 -1.958
O 3.404 2.447 0.491
H -2.318 -2.337 -1.380
H 1.250 1.645 3.289
O -0.312 0.716 1.970
H 0.300 1.585 4.444
H -4.036 2.321 1.851
O -3.330 2.822 2.092
H -1.109 0.167 -0.788
H -2.414 2.555 1.932
O 0.576 -3.406 -1.726
H 0.909 0.846 -1.604
H 2.618 3.080 0.390
O -0.230 -0.310 -3.085
H -0.041 -2.679 -1.965
H 0.940 0.117 -2.989
O -1.837 -0.099 -1.353
H -3.312 2.293 -1.144
H -1.146 -0.119 -2.122
O 1.116 2.007 4.075
H -0.608 -0.059 2.324
H 1.409 -3.237 -1.810
O 3.481 -1.584 2.359
H 3.549 -1.919 1.529
H -0.158 0.527 0.996
O 1.952 -3.362 0.622
H 1.255 -3.845 0.073
H 2.023 -3.547 1.630
O 2.061 0.383 -2.828
H -0.415 -0.817 -3.730
H -2.004 -2.435 -2.890
O -1.824 -2.954 -2.153
H -2.180 -0.716 1.550
H 2.704 -0.004 -3.396
O -2.865 2.871 -0.473
H 2.868 -0.965 2.508
H -2.315 2.161 -0.129
O -2.585 -0.315 2.366
H 3.215 1.772 -0.238
H -2.034 0.474 2.473
*
```

Computed properties:
Kohn-Sham gap	9.191	eV



No. 2
F8N4O16RbS8 | the ωB97M-V functional and the def2-TZVPD basis

ORCA input file:
```
! wB97M-V def2-TZVPD RIJCOSX def2/J DEFGRID3
* xyz -3 1
Rb -0.243 -0.001 -0.407
N -1.393 2.661 -0.516
S -2.571 3.238 -1.398
O -2.293 3.718 -2.718
O -3.645 3.879 -0.695
F -3.225 1.788 -1.676
S -0.139 3.705 -0.638
O -0.362 5.037 -1.092
O 1.050 3.056 -1.100
F 0.150 3.801 0.907
N 3.142 0.647 2.299
S 2.872 -0.969 2.314
O 1.916 -1.426 1.358
O 2.926 -1.609 3.580
F 4.276 -1.360 1.665
S 1.789 1.132 2.944
O 1.515 0.847 4.302
O 0.699 1.102 2.014
F 2.123 2.703 3.033
N -2.040 -0.907 1.833
S -3.174 -1.813 0.973
O -4.412 -2.030 1.643
O -2.637 -2.757 0.061
F -3.582 -0.587 0.045
S -1.700 -2.074 2.851
O -1.104 -3.250 2.283
O -2.562 -2.287 3.972
F -0.453 -1.391 3.555
N 0.781 -1.151 -2.959
S 2.409 -0.910 -3.111
O 2.973 -1.026 -4.410
O 3.138 -1.395 -1.997
F 2.315 0.654 -2.891
S 0.565 -2.425 -3.872
O 1.416 -3.545 -3.599
O 0.318 -2.160 -5.255
F -0.839 -2.892 -3.301
*
```

Computed properties:
Kohn-Sham gap	8.549	eV



No. 3
C4H18N2O4 | the ωB97M-V functional and the def2-TZVPD basis

ORCA input file:
```
! wB97M-V def2-TZVPD RIJCOSX def2/J DEFGRID3
* xyz 0 1
N 1.832 -1.312 -1.489
C 0.469 -1.021 -1.820
C -0.332 -0.798 -0.492
N -0.152 -1.998 0.369
C -1.800 -0.382 -0.575
C -2.008 1.086 -0.763
O -1.510 1.797 0.398
H 2.138 -2.227 -1.808
H 2.287 -0.495 -1.767
H 0.499 -0.057 -2.419
H 0.016 -1.902 -2.277
H 0.209 0.123 0.108
H 0.690 -1.923 0.871
H -0.149 -2.699 -0.336
H -1.985 -0.515 0.486
H -2.489 -1.122 -1.178
H -3.040 1.292 -0.969
H -1.620 1.601 -1.599
H -2.170 2.365 0.760
O 2.034 1.476 -0.910
H 2.742 2.128 -1.018
H 1.791 1.792 -0.038
O 1.572 0.351 2.324
H 1.591 -0.545 2.590
H 1.856 0.779 3.151
O -0.721 0.813 3.234
H -1.276 1.298 2.543
H -0.475 0.097 2.624
*
```

Computed properties:
SMILES	NC[C@H](N)CCO.O.O.O
Kohn-Sham gap	9.124	eV



No. 4
C3H4N2OS | the ωB97M-V functional and the def2-TZVPD basis

ORCA input file:
```
! wB97M-V def2-TZVPD RIJCOSX def2/J DEFGRID3
* xyz 0 1
O -3.383 0.884 -0.043
C -3.070 -0.280 0.039
N -1.763 -0.854 -0.067
C -0.822 0.042 0.043
N 0.535 -0.417 -0.025
C 1.661 0.431 0.012
S 3.231 0.030 -0.003
H -3.862 -1.044 0.239
H -0.905 1.100 0.125
H 0.729 -1.400 0.067
H 1.383 1.539 0.040
*
```

Computed properties:
SMILES	O=C/N=C/NC=S
Kohn-Sham gap	8.543	eV



No. 5
C34H24Cl4N4O4Os | the ωB97M-V functional and the def2-TZVPD basis

ORCA input file:
```
! wB97M-V def2-TZVPD RIJCOSX def2/J DEFGRID3
* xyz 2 1
Os -0.159 -0.662 0.604
C 3.890 -0.974 -1.003
O 3.717 0.409 -0.487
C 2.481 0.475 -0.079
N 1.780 -0.604 -0.088
C 2.654 -1.730 -0.466
C 1.975 -2.686 -1.409
C 0.752 -2.398 -1.998
C 0.087 -3.352 -2.757
C 0.666 -4.595 -2.959
C 1.907 -4.879 -2.401
C 2.556 -3.933 -1.624
C 1.776 1.683 0.334
C 2.228 2.990 0.366
C 1.304 3.997 0.617
C -0.046 3.679 0.729
C -0.415 2.349 0.665
N 0.489 1.361 0.549
C -1.761 1.796 0.500
N -1.831 0.534 0.254
C -3.227 0.195 -0.101
C -3.907 1.592 -0.023
O -2.849 2.508 0.453
C -3.363 -0.432 -1.464
C -4.496 -1.189 -1.737
C -4.690 -1.718 -3.003
C -3.751 -1.497 -4.002
C -2.623 -0.735 -3.733
C -2.431 -0.199 -2.466
H 4.834 -1.338 -0.614
H 3.915 -0.907 -2.088
H 2.888 -2.266 0.454
H 0.295 -1.409 -1.911
H -0.877 -3.118 -3.190
H 0.154 -5.341 -3.551
H 2.362 -5.847 -2.557
H 3.500 -4.184 -1.153
H 3.271 3.204 0.177
H 1.624 5.029 0.664
H -0.806 4.443 0.823
H -3.610 -0.485 0.662
H -4.736 1.655 0.674
H -4.201 1.954 -1.005
H -5.226 -1.380 -0.958
H -5.573 -2.308 -3.210
H -3.903 -1.911 -4.989
H -1.897 -0.545 -4.513
H -1.560 0.419 -2.279
Cl 0.502 -7.343 1.706
C -0.132 -5.791 1.370
C -1.459 -5.656 0.933
Cl -2.450 -7.037 0.732
C -1.973 -4.398 0.638
Cl -3.563 -4.157 0.046
C -1.142 -3.302 0.795
O -1.453 -2.046 0.389
C 0.156 -3.419 1.264
O 0.822 -2.274 1.403
C 0.685 -4.673 1.530
Cl 2.325 -4.784 2.031
C -0.363 0.004 5.346
C -1.493 -0.338 4.620
C -1.399 -0.465 3.249
N -0.239 -0.259 2.601
C 0.862 0.048 3.301
C 0.834 0.196 4.670
H -0.410 0.106 6.421
H -2.444 -0.518 5.100
H -2.248 -0.756 2.646
H 1.781 0.144 2.741
H 1.746 0.442 5.194
*
```

Computed properties:
Kohn-Sham gap	5.507	eV



No. 6
C18H52F6O14 | the ωB97M-V functional and the def2-TZVPD basis

ORCA input file:
```
! wB97M-V def2-TZVPD RIJCOSX def2/J DEFGRID3
* xyz -2 1
C -15.065 27.566 5.332
O -14.713 28.508 6.407
O -13.852 26.905 5.021
C -16.331 26.720 5.839
F -17.335 27.475 6.217
F -16.824 25.937 4.891
F -16.113 25.941 6.910
C -15.068 29.901 6.245
C -14.589 30.655 7.488
H -15.020 30.253 8.405
H -13.517 30.528 7.639
H -14.741 31.730 7.398
H -16.108 30.141 6.026
H -14.584 30.410 5.411
H -15.274 28.166 4.446
C -12.999 19.431 1.776
O -14.369 19.631 2.145
O -12.278 20.204 2.668
C -12.713 17.890 1.508
F -11.414 17.667 1.418
F -13.082 17.012 2.459
F -13.214 17.417 0.324
C -15.409 19.623 1.202
C -16.634 19.931 2.009
H -17.508 20.253 1.444
H -16.984 19.095 2.614
H -16.448 20.747 2.707
H -15.529 18.602 0.839
H -15.342 20.289 0.341
H -12.857 19.924 0.815
C -17.660 14.189 3.124
O -17.686 14.886 4.376
H -18.654 14.089 2.690
H -17.171 14.792 2.359
H -17.242 13.193 3.270
H -16.996 14.476 4.904
C -13.459 13.870 7.660
O -14.738 13.289 7.295
H -13.620 14.495 8.539
H -12.795 13.086 8.023
H -13.002 14.420 6.838
H -15.096 12.785 8.030
C -17.295 22.464 -3.766
O -16.320 23.286 -4.420
H -17.433 22.735 -2.719
H -18.267 22.602 -4.239
H -17.027 21.407 -3.767
H -16.724 24.127 -4.648
C -23.338 21.575 0.568
O -23.580 22.936 0.247
H -22.777 21.158 -0.268
H -22.745 21.409 1.467
H -24.286 21.045 0.660
H -23.812 23.328 1.092
C -14.026 24.720 -0.336
O -13.014 25.435 0.381
H -14.636 24.057 0.277
H -14.805 25.408 -0.663
H -13.713 24.112 -1.185
H -13.313 25.641 1.270
C -21.528 18.497 5.506
O -21.427 17.258 4.827
H -22.573 18.805 5.533
H -21.268 18.390 6.559
H -20.894 19.269 5.071
H -20.489 17.062 4.766
C -9.538 19.278 -2.931
O -8.881 19.275 -4.185
H -9.098 18.599 -2.201
H -9.510 20.322 -2.618
H -10.562 18.973 -3.147
H -8.871 18.347 -4.429
C -10.269 18.167 7.429
O -9.587 19.350 7.913
H -11.349 18.276 7.527
H -10.214 17.975 6.358
H -10.016 17.243 7.950
H -9.292 19.178 8.811
C -15.347 20.698 7.090
O -14.093 21.141 6.600
H -15.395 20.964 8.146
H -16.189 21.189 6.602
H -15.430 19.622 6.938
H -14.147 20.815 5.698
C -6.445 19.151 3.879
O -6.396 20.338 4.660
H -7.180 19.221 3.078
H -5.505 19.015 3.345
H -6.675 18.314 4.538
H -5.570 20.358 5.150
*
```

Computed properties:
Kohn-Sham gap	4.721	eV



No. 7
C55H52BrN17O3SV | the ωB97M-V functional and the def2-TZVPD basis

ORCA input file:
```
! wB97M-V def2-TZVPD RIJCOSX def2/J DEFGRID3
* xyz 0 4
V -0.411 0.776 0.364
N -1.130 -1.852 8.134
C -1.479 -1.126 7.010
C -1.440 -1.731 5.750
C -1.828 -1.019 4.633
C -2.262 0.289 4.753
C -2.325 0.898 5.993
C -1.939 0.191 7.117
S -2.672 1.148 3.255
O -3.705 0.387 2.587
O -2.979 2.517 3.555
N -1.366 1.033 2.288
C -0.287 1.720 2.644
N 0.535 1.946 1.576
C 1.658 2.620 1.791
C 2.000 3.070 3.056
C 1.105 2.791 4.082
N -0.020 2.118 3.895
H -0.532 -2.647 7.992
H -0.957 -1.335 8.979
H -1.083 -2.749 5.656
H -1.798 -1.454 3.646
H -2.668 1.922 6.048
H -1.971 0.662 8.093
H 2.298 2.803 0.934
H 2.916 3.617 3.222
H 1.288 3.115 5.101
C -3.917 2.814 -1.140
C -3.363 3.561 -2.176
C -1.998 3.536 -2.392
C -1.191 2.741 -1.572
C -1.735 1.954 -0.545
C -3.112 2.026 -0.330
C 0.252 2.597 -1.700
C 1.074 3.509 -2.391
C 2.426 3.328 -2.439
C 2.979 2.189 -1.809
C 4.363 1.918 -1.818
C 4.867 0.816 -1.179
C 3.997 -0.067 -0.523
C 2.645 0.166 -0.508
C 2.101 1.308 -1.126
N 0.751 1.533 -1.039
H -4.988 2.841 -0.978
H -3.997 4.161 -2.816
H -1.569 4.107 -3.209
H -3.564 1.464 0.478
H 0.619 4.368 -2.863
H 3.075 4.031 -2.945
H 5.022 2.601 -2.340
H 5.932 0.624 -1.180
H 4.403 -0.939 -0.029
H 1.955 -0.517 -0.025
C 3.794 -1.323 4.630
N 2.609 -1.311 3.816
C 2.298 -0.500 2.797
N 1.150 -0.851 2.268
C 0.789 -1.933 3.004
N 1.647 -2.243 3.950
C 5.085 -1.934 4.093
C 6.122 -1.899 5.020
C 7.365 -2.398 4.717
C 7.601 -2.946 3.485
C 6.584 -3.023 2.530
C 5.301 -2.507 2.830
C 7.018 -3.647 1.284
N 8.232 -4.081 1.157
N 8.375 -4.572 -0.077
C 7.244 -4.442 -0.693
O 6.303 -3.847 0.124
C 7.082 -4.904 -2.066
C 8.260 -5.381 -2.655
C 8.254 -5.858 -3.943
C 7.075 -5.886 -4.662
C 5.891 -5.440 -4.094
C 4.642 -5.571 -4.938
N 3.793 -4.417 -4.921
C 2.857 -4.094 -4.020
N 2.278 -2.969 -4.347
C 2.921 -2.616 -5.488
N 3.844 -3.470 -5.868
C 5.888 -4.931 -2.791
H 3.530 -1.879 5.530
H 3.987 -0.282 4.899
H 2.904 0.340 2.501
H -0.110 -2.492 2.830
H 5.942 -1.468 5.997
H 8.158 -2.354 5.450
H 8.572 -3.341 3.225
H 4.505 -2.577 2.099
H 9.169 -5.350 -2.074
H 9.169 -6.214 -4.395
H 7.071 -6.259 -5.678
H 4.047 -6.421 -4.592
H 4.920 -5.739 -5.977
H 2.629 -4.707 -3.169
H 2.703 -1.720 -6.044
H 4.979 -4.557 -2.336
Br -3.088 0.240 -5.933
C -3.281 -0.532 -4.211
C -4.202 -1.543 -4.000
C -4.270 -2.083 -2.725
C -3.415 -1.597 -1.745
N -2.540 -0.621 -1.957
C -2.485 -0.086 -3.167
H -4.843 -1.890 -4.798
H -4.975 -2.871 -2.502
H -3.431 -2.000 -0.742
H -1.785 0.727 -3.306
C -2.100 -4.951 0.122
N -1.410 -3.877 0.826
C -0.194 -3.445 0.148
C -2.210 -2.856 1.370
N -1.988 -1.634 1.058
N -3.182 -3.354 2.220
C -2.936 -4.520 3.047
C -4.296 -2.556 2.684
H -2.240 -4.706 -0.939
H -3.080 -5.132 0.554
H -1.504 -5.863 0.188
H 0.069 -4.186 -0.606
H 0.623 -3.389 0.870
H -0.336 -2.459 -0.300
H -2.582 -0.958 1.532
H -1.997 -4.993 2.776
H -3.748 -5.245 2.940
H -2.892 -4.227 4.103
H -4.128 -2.183 3.699
H -5.199 -3.171 2.687
H -4.454 -1.697 2.044
*
```

Computed properties:
Kohn-Sham gap (alpha / beta)	5.667 / 7.386	eV
<S²>	3.78



No. 8
C4H3NO | the ωB97M-V functional and the def2-TZVPD basis

ORCA input file:
```
! wB97M-V def2-TZVPD RIJCOSX def2/J DEFGRID3
* xyz 0 1
N -0.237 -0.115 -1.982
C -0.787 0.288 -0.944
C -0.424 1.152 0.108
O -0.688 1.916 0.966
H -0.588 -0.968 -2.449
C 0.070 -0.744 1.031
C 1.162 -0.235 1.037
H -0.540 -1.613 1.365
H 2.032 0.319 0.869
*
```

Computed properties:
SMILES	N=C=C=O.C#C
Kohn-Sham gap	7.902	eV